A structure of composition CH4I2N3 at a distorted geometry. Source: OMol25; level of theory: ωB97M-V/def2-TZVPD.

XYZ file:
```
10
Properties=species:S:1:pos:R:3:forces:R:3:nbo_charge:R:1
C -0.28050 -0.20868 -0.04788 2.26 -6.96 0.53 0.7110
N 0.53650 0.75509 -0.10860 1.32 0.84 -0.23 -0.7470
N 0.37040 -1.98914 -0.07733 -0.44 3.39 -0.33 -0.8178
N -1.51797 -0.26340 -0.20589 -2.43 -1.05 0.16 -0.7218
I 2.42894 -2.11197 -0.03009 -0.27 0.33 -0.07 0.3861
I -2.80762 -1.86677 -0.04750 0.30 0.23 0.00 0.5107
H 1.48350 0.47871 -0.30675 0.75 0.23 0.19 0.4401
H 0.22870 1.66815 -0.37823 0.03 0.62 -0.05 0.4325
H 0.12686 -2.51275 0.77144 -0.44 0.85 0.20 0.3851
H -1.96868 0.55270 -0.49867 -1.08 1.53 -0.39 0.4212
```
Forces are in eV/Å.

The total energy is -21763.6585 eV. The value obtained for the HOMO-LUMO gap is 0.2921 hartree. As for the net charge: +1. The LUMO energy comes out at -5.29 eV.